# 1
Computed, not measured: a cluster of 2 separate species, C2H6FP in total at a distorted geometry, with ωB97M-V/def2-TZVPD.

```
10
Properties=species:S:1:pos:R:3
C -1.68 0.67 -0.12
C 0.55 -0.89 -0.01
F -2.54 -0.03 0.68
P 1.65 0.47 0.55
H -2.08 0.65 -1.07
H -1.55 1.60 0.33
H 0.59 -1.67 0.68
H 0.49 -1.25 -1.01
H 1.87 0.89 -0.76
H 2.69 -0.44 0.73
```

Calculated values
Relative energy (zero: lowest compared OMol25 entry of this formula, charge and spin): 497.1 kJ/mol
E_tot: -520.83240 Ha
LUMO level (alpha / beta): 0.280 / 0.221 eV
Kohn-Sham gap (alpha / beta): 8.67 / 9.08 eV

# 2
Computed, not measured: a structure of composition C49H39N7O2P2STi, with ωB97M-V/def2-TZVPD.

```
101
Properties=species:S:1:pos:R:3
Ti 0.21 -0.34 -0.03
O -2.23 0.24 3.33
C -1.40 -0.07 2.52
N -0.96 0.65 1.42
C -1.46 1.91 1.19
O -2.40 2.48 1.71
C -0.62 2.62 0.16
C -0.75 3.97 -0.07
C 0.10 4.58 -0.97
C 1.07 3.80 -1.59
C 1.13 2.45 -1.31
N 0.29 1.86 -0.46
C -0.60 -1.33 2.69
C -0.78 -2.16 3.78
C 0.02 -3.28 3.89
C 0.97 -3.54 2.92
C 1.09 -2.66 1.85
N 0.31 -1.58 1.74
H -1.53 4.51 0.47
H 0.03 5.63 -1.18
H 1.77 4.23 -2.29
H 1.87 1.82 -1.78
H -1.54 -1.90 4.50
H -0.10 -3.96 4.72
H 1.61 -4.41 2.97
H 1.81 -2.83 1.06
C 3.89 3.12 2.19
C 2.76 2.50 2.68
C 2.21 1.41 2.01
C 2.78 0.96 0.83
C 3.93 1.58 0.34
C 4.48 2.65 1.02
N 2.16 -0.09 0.09
N 3.08 -0.89 -0.50
C 2.49 -1.83 -1.21
C 3.28 -2.77 -1.94
C 2.67 -3.70 -2.71
C 1.26 -3.73 -2.76
C 0.55 -2.83 -2.03
N 1.12 -1.86 -1.25
H 4.32 3.96 2.72
H 2.30 2.84 3.60
H 1.34 0.92 2.41
H 4.38 1.21 -0.57
H 5.37 3.13 0.63
H 4.35 -2.69 -1.84
H 3.26 -4.41 -3.27
H 0.73 -4.46 -3.36
H -0.53 -2.86 -2.02
S -2.01 -1.68 -0.37
C -1.67 -3.19 0.27
N -1.45 -4.25 0.70
C -2.09 -0.85 -3.64
P -0.84 0.25 -2.86
C 0.48 0.24 -4.14
C 0.21 0.35 -5.50
C 1.23 0.31 -6.44
C 2.54 0.15 -6.02
C 2.83 0.04 -4.67
C 1.81 0.08 -3.74
C -1.62 1.90 -3.03
C -2.68 2.18 -2.18
C -3.39 3.37 -2.29
C -3.01 4.32 -3.23
C -1.92 4.07 -4.05
C -1.23 2.87 -3.96
P -3.85 -0.72 -3.04
C -4.66 0.22 -4.40
C -6.05 0.15 -4.46
C -6.76 0.89 -5.39
C -6.09 1.72 -6.28
C -4.71 1.81 -6.22
C -4.00 1.06 -5.29
C -4.37 -2.43 -3.47
C -4.56 -3.33 -2.42
C -4.89 -4.65 -2.69
C -5.04 -5.08 -3.99
C -4.86 -4.19 -5.04
C -4.52 -2.87 -4.78
H -1.78 -1.87 -3.39
H -2.05 -0.77 -4.73
H -0.81 0.48 -5.85
H 0.99 0.40 -7.49
H 3.34 0.12 -6.76
H 3.85 -0.10 -4.34
H 2.04 -0.02 -2.69
H -2.98 1.46 -1.43
H -4.23 3.56 -1.62
H -3.56 5.24 -3.32
H -1.61 4.81 -4.78
H -0.38 2.69 -4.61
H -6.59 -0.49 -3.77
H -7.84 0.81 -5.43
H -6.64 2.30 -7.01
H -4.18 2.46 -6.90
H -2.92 1.15 -5.26
H -4.45 -2.99 -1.40
H -5.03 -5.34 -1.86
H -5.29 -6.12 -4.20
H -4.97 -4.53 -6.07
H -4.39 -2.18 -5.60
```

Calculated values
Relative energy (zero: lowest compared OMol25 entry of this formula, charge and spin): 0.0 kJ/mol
E_tot: -4354.94796 Ha
LUMO level (alpha / beta): -0.521 / -0.673 eV
Kohn-Sham gap (alpha / beta): 6.46 / 6.46 eV

# 3
Computed, not measured: a cluster of 6 separate species, C23H60N4O7 in total at a distorted geometry, with ωB97M-V/def2-TZVPD.

```
94
Properties=species:S:1:pos:R:3
N 2.76 0.13 -2.19
C 2.06 1.43 -2.25
O 2.54 2.33 -2.96
O 0.91 1.54 -1.43
C -0.24 2.02 -2.18
C -1.16 0.81 -2.75
N -2.17 1.32 -3.74
N -1.94 0.32 -1.55
N -0.35 -0.27 -3.39
H 2.38 -0.40 -1.40
H 2.67 -0.37 -3.08
H 0.05 2.71 -3.03
H -0.91 2.55 -1.41
H -1.60 1.62 -4.55
H -2.66 2.15 -3.35
H -2.44 -0.55 -1.82
H -1.18 -0.01 -0.91
H -0.99 -0.95 -3.85
H 0.07 -0.77 -2.58
C -1.08 2.87 3.05
C -1.88 2.29 1.90
O -2.86 1.34 2.31
C -3.86 1.81 3.20
C -4.69 2.95 2.64
H -0.58 2.07 3.61
H -0.32 3.57 2.67
H -1.71 3.41 3.75
H -1.20 1.76 1.22
H -2.35 3.08 1.31
H -3.41 2.09 4.16
H -4.51 0.96 3.41
H -4.08 3.83 2.42
H -5.46 3.24 3.35
H -5.17 2.64 1.71
C -0.41 -0.76 3.75
C 0.10 -2.19 3.87
O 1.31 -2.43 3.17
C 2.43 -1.65 3.57
C 2.81 -1.85 5.03
H -0.55 -0.49 2.69
H -1.36 -0.64 4.27
H 0.30 -0.04 4.17
H -0.65 -2.86 3.44
H 0.20 -2.48 4.92
H 2.26 -0.59 3.35
H 3.27 -1.96 2.94
H 2.01 -1.54 5.71
H 3.70 -1.26 5.27
H 3.03 -2.90 5.23
C 8.33 1.61 -0.56
C 7.27 0.67 -0.01
O 6.49 1.23 1.03
C 5.75 2.40 0.70
C 4.74 2.18 -0.42
H 9.00 1.94 0.24
H 8.92 1.12 -1.33
H 7.88 2.51 -1.00
H 7.77 -0.21 0.41
H 6.62 0.30 -0.82
H 6.43 3.22 0.47
H 5.21 2.69 1.61
H 5.23 1.90 -1.35
H 4.18 3.10 -0.60
H 4.04 1.39 -0.16
C -1.25 1.54 -9.96
C -0.32 1.77 -8.78
O -0.94 1.58 -7.52
C -1.47 0.29 -7.27
C -0.43 -0.82 -7.32
H -2.12 2.20 -9.89
H -0.73 1.74 -10.90
H -1.62 0.52 -9.99
H 0.03 2.81 -8.80
H 0.58 1.14 -8.86
H -2.30 0.08 -7.95
H -1.90 0.32 -6.26
H 0.03 -0.90 -8.31
H -0.89 -1.78 -7.08
H 0.37 -0.62 -6.60
C -5.31 -4.08 3.78
C -3.82 -4.27 3.60
O -3.03 -3.52 4.52
C -3.24 -3.81 5.90
C -2.95 -5.25 6.28
H -5.58 -3.02 3.69
H -5.86 -4.64 3.03
H -5.66 -4.41 4.76
H -3.54 -3.93 2.61
H -3.55 -5.33 3.65
H -4.25 -3.52 6.20
H -2.56 -3.15 6.46
H -3.60 -5.95 5.75
H -3.08 -5.40 7.35
H -1.92 -5.51 6.01
```

Calculated values
Relative energy (zero: lowest compared OMol25 entry of this formula, charge and spin): 121.7 kJ/mol
E_tot: -1657.92542 Ha
SMILES: NC(=O)OCC(N)(N)N.CCOCC.CCOCC.CCOCC.CCOCC.CCOCC
LUMO level: 0.508 eV
Kohn-Sham gap: 9.90 eV

# 4
Computed, not measured: a cluster of 11 separate species, C24H58BF4N24O16S in total at a distorted geometry, with ωB97M-V/def2-TZVPD.

```
128
Properties=species:S:1:pos:R:3
C -0.19 2.95 3.46
C -1.07 2.02 2.53
C -2.20 2.66 1.84
C -3.04 1.85 0.97
C -2.74 0.42 0.75
C -3.67 -0.43 -0.19
C -4.63 0.44 -1.09
C -4.62 -1.26 0.79
C -1.61 -0.22 1.44
O -1.44 -1.60 1.19
C -0.13 -1.95 0.82
N -0.10 -2.17 -0.65
C 0.52 -1.51 -1.69
N 1.26 -0.43 -1.60
O 1.53 0.27 -0.46
B 1.42 1.70 -0.61
O 1.56 2.47 0.53
O 1.23 2.38 -1.82
N 0.34 -2.07 -2.97
C -0.47 -3.12 -2.68
F -0.94 -3.98 -3.56
N -0.75 -3.18 -1.31
S -1.79 -4.43 -0.76
O -1.31 -5.69 -1.30
O -1.88 -4.55 0.67
C -3.49 -4.16 -1.51
F -3.82 -5.17 -2.36
F -4.41 -3.99 -0.54
F -3.53 -3.01 -2.27
C -0.81 0.61 2.34
H 0.57 2.30 4.00
H 0.30 3.69 2.76
H -0.90 3.45 4.15
H -2.44 3.74 1.96
H -3.91 2.36 0.49
H -2.99 -1.10 -0.79
H -4.10 1.14 -1.79
H -5.26 1.04 -0.38
H -5.33 -0.27 -1.60
H -5.29 -0.53 1.33
H -5.30 -1.94 0.22
H -3.96 -1.79 1.52
H 0.67 -1.27 1.19
H 0.07 -2.96 1.29
H 1.68 -0.08 -2.47
H 1.44 1.89 1.31
H 0.58 1.94 -2.38
H 0.04 0.11 2.88
C 0.52 -7.17 2.19
O -0.45 -6.99 2.90
N 1.69 -7.68 2.65
N 0.51 -6.86 0.86
H 2.50 -7.84 2.07
H 1.74 -7.92 3.62
H -0.34 -6.48 0.48
H 1.30 -7.00 0.25
C 1.03 1.21 6.75
O 0.81 2.10 5.95
N 2.20 0.52 6.77
N 0.12 0.84 7.69
H 2.40 -0.22 7.41
H 2.89 0.77 6.08
H -0.76 1.33 7.71
H 0.28 0.11 8.36
C 4.71 -9.33 0.40
O 4.75 -8.93 1.56
N 3.66 -10.03 -0.10
N 5.73 -9.11 -0.48
H 3.61 -10.37 -1.04
H 2.89 -10.22 0.52
H 6.52 -8.59 -0.14
H 5.72 -9.43 -1.43
C -6.65 -1.40 -4.05
O -6.64 -0.97 -2.90
N -7.68 -2.14 -4.54
N -5.64 -1.18 -4.93
H -7.71 -2.51 -5.48
H -8.45 -2.33 -3.92
H -4.86 -0.63 -4.60
H -5.63 -1.52 -5.87
C 4.49 3.23 2.60
O 3.54 3.41 3.36
N 5.66 2.66 3.02
N 4.47 3.58 1.29
H 6.45 2.51 2.42
H 5.72 2.39 3.99
H 3.62 4.01 0.95
H 5.24 3.45 0.66
C -3.44 -1.13 -8.19
O -4.42 -0.96 -7.48
N -2.25 -1.60 -7.72
N -3.46 -0.86 -9.52
H -1.44 -1.75 -8.29
H -2.21 -1.81 -6.74
H -4.31 -0.51 -9.91
H -2.67 -0.99 -10.13
C 5.97 4.18 -2.19
O 5.70 3.57 -1.16
N 5.01 4.64 -3.04
N 7.24 4.45 -2.57
H 5.21 5.15 -3.89
H 4.06 4.46 -2.79
H 7.98 4.13 -1.97
H 7.48 4.95 -3.41
C -7.15 3.54 0.23
O -6.07 2.97 0.25
N -8.25 2.99 -0.35
N -7.34 4.76 0.78
H -9.15 3.44 -0.38
H -8.14 2.09 -0.78
H -6.55 5.20 1.22
H -8.22 5.25 0.78
C 4.15 7.63 -4.83
O 5.19 6.99 -4.90
N 2.99 7.19 -5.39
N 4.07 8.82 -4.19
H 2.13 7.70 -5.35
H 3.01 6.31 -5.87
H 4.91 9.17 -3.76
H 3.23 9.36 -4.12
C 5.48 2.15 8.23
O 6.13 1.67 7.31
N 4.65 3.21 8.06
N 5.54 1.67 9.50
H 4.11 3.62 8.81
H 4.57 3.60 7.14
H 6.15 0.88 9.66
H 5.02 2.05 10.27
```

Calculated values
Charge: +1
E_tot: -4289.93479 Ha
LUMO level: -3.551 eV
Kohn-Sham gap: 6.40 eV

# 5
Computed, not measured: a cluster of 8 separate species, C17H52N2O8 in total at a distorted geometry, with ωB97M-V/def2-TZVPD.

```
79
Properties=species:S:1:pos:R:3
C -2.32 -3.05 0.46
O -1.05 -3.60 0.19
C -1.11 -4.63 -0.79
C 0.26 -4.94 -1.32
C 0.25 -6.11 -2.33
N 1.27 -5.20 -0.30
H -2.56 -2.18 -0.16
H -2.43 -2.76 1.51
H -3.07 -3.82 0.27
H -1.53 -5.49 -0.24
H -1.81 -4.51 -1.62
H 0.60 -4.11 -1.95
H 1.25 -6.28 -2.72
H -0.48 -5.86 -3.10
H -0.09 -7.02 -1.85
H 1.20 -6.17 0.01
H 1.01 -4.66 0.52
C -3.79 2.12 0.16
O -3.12 1.79 1.35
C -3.25 2.74 2.39
C -2.33 2.31 3.54
C -2.90 1.02 4.17
N -2.32 3.33 4.59
H -3.42 1.55 -0.69
H -3.76 3.19 -0.03
H -4.83 1.77 0.25
H -2.87 3.69 1.99
H -4.30 2.83 2.70
H -1.35 2.13 3.10
H -3.94 1.18 4.46
H -2.28 0.66 4.99
H -2.96 0.23 3.41
H -2.71 4.18 4.18
H -2.98 3.10 5.32
C 2.65 3.13 -1.40
C 3.51 2.40 -2.45
C 4.99 2.52 -2.07
O 3.04 1.08 -2.50
H 2.75 4.22 -1.30
H 2.92 2.77 -0.40
H 1.58 2.97 -1.51
H 3.31 2.79 -3.46
H 5.33 3.53 -2.27
H 5.59 1.86 -2.70
H 5.07 2.23 -1.02
H 3.28 0.64 -1.66
C -0.31 1.60 -3.69
C -1.63 2.22 -3.25
C -1.47 3.47 -2.38
O -2.37 2.54 -4.43
H 0.29 1.37 -2.80
H 0.30 2.16 -4.39
H -0.49 0.56 -3.98
H -2.21 1.46 -2.73
H -1.07 4.31 -2.94
H -0.89 3.25 -1.48
H -2.46 3.83 -2.09
H -2.19 3.42 -4.76
C 1.13 0.17 2.42
C 0.31 -0.66 1.45
C -0.31 0.10 0.29
O 1.13 -1.72 0.91
H 1.83 -0.48 2.95
H 0.59 0.90 3.01
H 1.80 0.76 1.78
H -0.48 -1.15 2.04
H -0.75 1.04 0.64
H -1.18 -0.36 -0.18
H 0.45 0.38 -0.45
H 0.45 -2.34 0.57
O 1.17 -4.08 2.61
H 2.10 -4.22 2.41
H 1.07 -3.12 2.63
O 4.68 -0.04 1.86
H 4.75 -0.33 2.77
H 5.58 0.21 1.61
O 3.43 -0.95 -0.41
H 3.94 -0.64 0.37
H 2.55 -1.22 -0.06
```

Calculated values
Relative energy (zero: lowest compared OMol25 entry of this formula, charge and spin): 60.8 kJ/mol
E_tot: -1390.27002 Ha
SMILES: COC[C@H](C)N.COC[C@H](C)N.CC(C)O.CC(C)O.CC(C)O.O.O.O
LUMO level: 0.321 eV
Kohn-Sham gap: 9.53 eV

# 6
Computed, not measured: a structure of composition C23H21BeBrN5O, with ωB97M-V/def2-TZVPD.

```
52
Properties=species:S:1:pos:R:3
Be -0.40 0.27 0.40
C 2.23 2.35 -3.67
C 1.20 3.01 -3.01
C 0.27 2.30 -2.26
C 0.36 0.92 -2.16
C 1.39 0.25 -2.82
C 2.32 0.97 -3.58
N -0.51 0.22 -1.30
C -1.18 -0.87 -1.71
C -1.40 -1.29 -3.05
C -2.18 -2.39 -3.29
C -2.77 -3.15 -2.25
C -2.56 -2.79 -0.95
C -1.76 -1.66 -0.68
N -1.41 -1.22 0.57
N -1.85 -1.80 1.60
C -1.38 -1.27 2.81
C -1.74 -1.93 3.98
C -1.27 -1.45 5.18
C -0.45 -0.32 5.19
C -0.15 0.27 3.97
N -0.61 -0.18 2.81
H 2.95 2.90 -4.25
H 1.12 4.09 -3.09
H -0.53 2.83 -1.75
H 1.48 -0.82 -2.74
H 3.11 0.44 -4.09
H -0.98 -0.72 -3.86
H -2.35 -2.69 -4.31
H -3.38 -4.01 -2.50
H -2.99 -3.34 -0.13
H -2.37 -2.81 3.91
H -1.53 -1.94 6.11
H -0.06 0.08 6.11
H 0.49 1.15 3.93
Br 4.30 3.02 0.16
C 3.39 1.40 0.45
C 4.08 0.21 0.61
C 3.35 -0.95 0.82
C 1.97 -0.88 0.85
N 1.32 0.27 0.68
C 2.01 1.40 0.48
H 5.16 0.19 0.58
H 3.84 -1.91 0.95
H 1.36 -1.77 1.00
H 1.45 2.31 0.33
C -2.55 1.89 0.43
O -1.16 1.72 0.83
H -2.85 2.92 0.62
H -3.18 1.19 0.97
H -2.58 1.68 -0.64
H -1.06 1.94 1.76
```

Calculated values
Charge: +1
Relative energy (zero: lowest compared OMol25 entry of this formula, charge and spin): 22.6 kJ/mol
E_tot: -3826.74952 Ha
LUMO level: -4.074 eV
Kohn-Sham gap: 5.99 eV

# 7
Computed, not measured: a cluster of 2 separate species, BrClOS in total at a distorted geometry, with ωB97M-V/def2-TZVPD.

```
4
Properties=species:S:1:pos:R:3
O -0.33 0.09 1.50
S 0.64 0.10 0.46
Cl -0.58 -2.09 -0.98
Br 0.27 1.90 -0.98
```

Calculated values
Relative energy (zero: lowest compared OMol25 entry of this formula, charge and spin): 146.0 kJ/mol
E_tot: -3507.55683 Ha
LUMO level (alpha / beta): -2.793 / -3.572 eV
Kohn-Sham gap (alpha / beta): 8.37 / 6.71 eV

# 8
Computed, not measured: a cluster of 3 separate species, C10H13BrNO5 in total at a distorted geometry, with ωB97M-V/def2-TZVPD.

```
30
Properties=species:S:1:pos:R:3
Br -17.97 -12.71 -3.05
C -20.96 -15.63 -2.41
C -20.80 -14.60 -1.30
O -21.02 -15.11 0.04
C -22.22 -15.57 0.36
O -23.19 -15.62 -0.36
O -22.18 -15.93 1.64
C -23.34 -16.48 2.22
H -22.00 -15.63 -2.73
H -20.50 -16.59 -2.20
H -20.45 -15.25 -3.30
H -21.52 -13.80 -1.46
H -19.77 -14.26 -1.27
H -23.04 -17.34 2.83
H -24.07 -16.83 1.49
H -23.77 -15.77 2.93
C -16.24 -11.36 -7.46
C -16.35 -11.43 -6.08
C -16.46 -10.28 -5.34
C -16.47 -9.03 -5.97
C -16.52 -8.96 -7.36
C -16.45 -10.15 -8.10
N -16.63 -7.80 -5.21
O -16.72 -7.91 -4.01
O -16.69 -6.75 -5.80
H -16.19 -12.26 -8.07
H -16.44 -12.35 -5.52
H -16.60 -10.37 -4.27
H -16.73 -8.06 -7.91
H -16.42 -10.14 -9.18
```

Calculated values
Charge: -1
Relative energy (zero: lowest compared OMol25 entry of this formula, charge and spin): 0.0 kJ/mol
E_tot: -3393.83360 Ha
LUMO level: 2.210 eV
Kohn-Sham gap: 6.48 eV